[1]
{
  "formula": "C31H36N2O2",
  "method": "ωB97M-V/def2-TZVPD",
  "homo_ev": -4.83,
  "de_lowest_kj_mol": 559.26,
  "orbital_gap_ha": 0.0851,
  "total_charge": 0,
  "symbols": ["C", "C", "C", "C", "O", "C", "C", "N", "C", "C", "C", "C", "C", "C", "C", "C", "C", "C", "C", "C", "C", "O", "H", "H", "H", "H", "H", "H", "H", "H", "H", "H", "H", "H", "H", "H", "H", "H", "H", "H", "H", "H", "C", "C", "C", "N", "C", "C", "C", "C", "C", "C", "C", "C", "C", "H", "H", "H", "H", "H", "H", "H", "H", "H", "H", "H", "H", "H", "H", "H", "H"],
  "positions_angstrom": [[-2.59609, -3.86264, -1.99365], [-1.83842, -3.79607, -0.68170], [-1.88631, -2.39226, -0.10449], [-2.44615, -4.78151, 0.30084], [-0.44170, -4.25290, -0.87060], [0.37613, -3.52221, -1.72474], [1.20782, -2.53472, -0.99542], [2.14908, -1.91316, -1.62192], [3.05883, -1.08289, -1.14040], [3.93952, -0.44007, -2.10165], [5.05241, 0.32900, -1.69752], [5.87026, 0.93262, -2.64705], [5.60853, 0.75603, -4.01328], [4.52265, -0.03580, -4.42187], [3.70278, -0.64737, -3.47008], [3.10777, -0.79652, 0.30216], [3.06684, 0.53815, 0.74401], [2.86161, 0.82184, 2.09436], [2.75496, -0.22112, 3.02310], [2.87250, -1.55021, 2.59950], [3.04927, -1.83791, 1.24551], [0.43149, -3.70205, -2.92023], [-2.59977, -4.89097, -2.37494], [-3.63941, -3.56094, -1.82833], [-2.16130, -3.20078, -2.75260], [-1.34870, -2.35333, 0.85317], [-1.47100, -1.64509, -0.79445], [-2.93247, -2.12112, 0.08835], [-1.92223, -4.74207, 1.26152], [-3.49955, -4.53528, 0.47286], [-2.39198, -5.80044, -0.09654], [1.00286, -2.42379, 0.07730], [5.25765, 0.44143, -0.63353], [6.70694, 1.54682, -2.31543], [6.25125, 1.23507, -4.75164], [4.30985, -0.17954, -5.48050], [2.86802, -1.28857, -3.75644], [3.17197, 1.34590, 0.01452], [2.80376, 1.86082, 2.42075], [2.58353, 0.00041, 4.07818], [2.80820, -2.37255, 3.31574], [3.14463, -2.87489, 0.91068], [-3.38377, 0.63842, 3.66595], [-1.92104, 0.99367, 3.92452], [-1.05418, 0.91569, 2.67242], [-1.68544, 1.59504, 1.52714], [-0.91531, 2.24285, 0.66139], [-1.35848, 3.29216, -0.20873], [-2.55941, 4.03057, -0.00209], [-2.99296, 4.94454, -0.95891], [-2.19770, 5.22889, -2.07861], [-0.95925, 4.58386, -2.24177], [-0.54470, 3.62826, -1.32271], [-3.08934, 1.24826, 1.24535], [-3.95173, 1.41977, 2.48532], [-3.46196, -0.43746, 3.45866], [-3.97743, 0.83991, 4.56330], [-1.85371, 2.01258, 4.32652], [-1.50007, 0.32585, 4.68171], [-0.07906, 1.38511, 2.85598], [-0.87060, -0.13887, 2.40353], [0.15121, 1.98226, 0.65788], [-3.14735, 3.87275, 0.90694], [-3.96146, 5.43616, -0.83124], [-2.53588, 5.95952, -2.81748], [-0.32246, 4.83198, -3.09113], [0.40100, 3.09805, -1.44063], [-3.47904, 1.85978, 0.42667], [-3.12812, 0.19226, 0.92016], [-4.96769, 1.08251, 2.25871], [-4.02010, 2.48629, 2.73760]],
  "atomic_forces_ev_per_a": [[-0.2, 0.0, -0.4], [0.7, -0.5, -0.3], [0.0, 0.4, 0.2], [0.1, -0.1, 0.2], [-1.2, 0.1, 0.2], [1.1, 1.8, 0.2], [-1.6, -1.4, 0.7], [1.1, 0.6, -0.7], [-0.4, -0.6, 0.1], [0.3, -0.1, 0.2], [-0.2, 0.0, -0.3], [-0.2, -0.2, -0.3], [-0.1, 0.0, 0.1], [0.1, -0.1, 0.6], [0.4, 0.5, -0.6], [-0.1, 0.3, -0.1], [-0.3, -0.1, 0.4], [0.1, -0.2, 0.0], [-0.1, 0.0, 0.0], [0.0, 0.1, -0.3], [0.1, 0.3, 0.3], [-0.6, -0.6, 0.2], [0.1, 0.3, 0.0], [0.2, 0.0, 0.0], [0.0, -0.2, 0.2], [0.0, 0.0, -0.3], [0.0, -0.2, 0.2], [0.1, -0.1, 0.0], [0.0, -0.1, -0.1], [0.1, 0.0, 0.0], [0.1, 0.2, 0.1], [0.1, -0.2, -0.2], [0.1, 0.0, -0.3], [-0.1, -0.2, -0.2], [-0.2, -0.1, 0.1], [0.1, 0.0, 0.2], [0.3, 0.3, 0.1], [-0.1, -0.3, 0.2], [0.0, -0.2, 0.0], [0.1, 0.0, -0.3], [0.1, 0.3, -0.1], [-0.1, 0.4, 0.1], [0.0, -0.2, 0.0], [-0.1, 0.4, 0.1], [0.4, -0.8, -0.1], [0.9, 0.4, -1.0], [-0.5, -0.2, 1.0], [-0.4, 0.6, -0.9], [0.2, -0.3, -0.3], [0.2, -0.1, 0.2], [0.3, -0.4, 0.1], [-0.3, 0.2, 0.1], [-0.3, -0.2, 0.4], [-0.6, 0.0, 0.1], [-0.1, 0.1, 0.1], [0.0, 0.1, 0.0], [0.1, -0.1, -0.1], [-0.1, -0.1, 0.0], [0.0, 0.1, -0.1], [-0.3, -0.2, -0.2], [-0.1, 0.3, 0.0], [-0.2, 0.2, 0.3], [0.2, 0.1, -0.4], [0.4, -0.1, 0.0], [0.1, -0.3, 0.3], [-0.2, -0.1, 0.2], [-0.2, 0.2, -0.1], [0.3, -0.3, 0.1], [0.3, 0.3, 0.1], [0.1, 0.0, 0.0], [0.0, -0.1, 0.0]]
}

***

[2]
{
  "formula": "C2H9N2OP",
  "method": "ωB97M-V/def2-TZVPD",
  "homo_ev": [-8.40, -7.03],
  "de_lowest_kj_mol": 378.45,
  "orbital_gap_ha": [0.2772, 0.2074],
  "total_charge": 0,
  "symbols": ["C", "C", "N", "N", "O", "P", "H", "H", "H", "H", "H", "H", "H", "H", "H"],
  "positions_angstrom": [[1.91091, -0.71882, -0.52178], [1.63246, 0.74913, -0.15290], [-2.15937, 1.26405, 0.01748], [-2.21277, -1.20004, 0.68589], [0.44780, 1.02490, 0.44835], [-1.87929, -0.27797, -0.70651], [2.42777, -0.68707, -1.45750], [2.16966, -1.44363, 0.30046], [0.85955, -1.13222, -0.73765], [1.78956, 1.32065, -1.12422], [2.41759, 1.05914, 0.55540], [-1.60256, 1.00521, 0.80845], [-1.62828, 1.91730, -0.54396], [-1.69772, -2.07388, 0.86884], [-2.47532, -0.80674, 1.55963]],
  "atomic_forces_ev_per_a": [[-3.2, -0.9, 1.0], [0.8, 0.4, -0.2], [-1.0, -2.2, -1.5], [0.9, -0.8, -1.5], [-1.2, -1.1, -0.8], [0.6, 0.8, 2.3], [0.9, -0.8, -0.2], [0.7, 1.0, -0.9], [1.1, 0.6, -0.3], [-0.2, -0.2, 0.8], [0.4, 0.2, -0.2], [0.7, 1.3, 1.1], [0.1, 0.4, 0.2], [-0.5, 0.6, -0.7], [-0.3, 0.8, 0.6]]
}

***

[3]
{
  "formula": "C2H3NOS2",
  "method": "ωB97M-V/def2-TZVPD",
  "homo_ev": [-8.84, -8.84],
  "de_lowest_kj_mol": 277.33,
  "orbital_gap_ha": [0.2811, 0.2812],
  "total_charge": 0,
  "symbols": ["C", "C", "N", "O", "S", "S", "H", "H", "H"],
  "positions_angstrom": [[2.18087, -0.06149, -0.08269], [-1.36732, 0.49492, 0.23250], [1.02614, -0.60740, 0.33454], [2.26089, 0.90673, -0.77004], [-0.38801, -0.73505, -0.30249], [-3.05488, 0.25492, -0.26410], [3.07080, -0.47004, 0.45677], [-0.98371, 1.26729, 0.97111], [-2.74478, -1.04987, -0.57560]],
  "atomic_forces_ev_per_a": [[0.4, -0.1, 1.5], [0.4, -0.8, 0.1], [-0.9, -2.0, 0.7], [0.5, 1.4, -1.7], [0.6, 2.0, 0.7], [0.8, -0.3, 0.5], [-0.4, -0.1, -0.4], [-0.7, -0.9, -1.3], [-0.6, 0.7, -0.1]]
}

***

[4]
{
  "formula": "C3H2NO3S",
  "method": "ωB97M-V/def2-TZVPD",
  "homo_ev": -4.87,
  "de_lowest_kj_mol": 221.15,
  "orbital_gap_ha": 0.3180,
  "total_charge": -1,
  "symbols": ["C", "C", "C", "N", "O", "O", "O", "S", "H", "H"],
  "positions_angstrom": [[-0.40957, 1.89801, -0.26869], [-1.50753, -0.28119, 0.32793], [-0.53090, 0.60589, 0.07492], [-0.14982, 3.00853, -0.57064], [1.45641, -1.19870, -1.47887], [1.06746, -1.97027, 0.71015], [2.39675, 0.12262, 0.39471], [1.40243, -0.84570, -0.11422], [-1.23784, -1.33067, 0.33654], [-2.48739, -0.00853, 0.58818]],
  "atomic_forces_ev_per_a": [[0.9, 4.5, -0.7], [1.9, 1.0, -0.2], [0.9, -5.7, -0.1], [-0.7, -2.1, 0.5], [0.1, 0.1, -2.5], [-0.5, -0.2, 1.1], [-1.1, -1.5, -0.6], [0.1, 3.6, 2.0], [-0.2, 0.0, 0.3], [-1.5, 0.4, 0.1]]
}

***

[5]
{
  "formula": "C12H22BrNO3P",
  "method": "ωB97M-V/def2-TZVPD",
  "homo_ev": -13.35,
  "de_lowest_kj_mol": 19.88,
  "orbital_gap_ha": 0.3697,
  "total_charge": 1,
  "symbols": ["C", "C", "P", "C", "C", "C", "Br", "N", "C", "C", "C", "H", "H", "H", "H", "H", "H", "H", "H", "H", "H", "H", "H", "H", "H", "H", "H", "C", "C", "C", "O", "C", "O", "O", "H", "H", "H", "H", "H", "H"],
  "positions_angstrom": [[1.51038, 1.56764, 4.62086], [0.78778, 0.74170, 4.13983], [-0.12781, -0.29517, 3.05518], [0.86974, -1.62693, 2.33595], [2.01183, -1.19294, 1.34972], [2.01716, 0.27764, 0.92327], [3.72885, -1.75812, 2.08305], [-0.95062, 0.66884, 1.94791], [-1.38790, -0.04749, 0.70680], [-2.74870, -0.77884, 0.85037], [-2.62795, -2.31858, 1.05341], [1.89754, 2.42050, 5.13350], [-1.08682, -0.91666, 3.88390], [0.17524, -2.27632, 1.79057], [1.30019, -2.25778, 3.11946], [1.86191, -1.77767, 0.44087], [2.96693, 0.45127, 0.40596], [1.98939, 0.99272, 1.74801], [1.24952, 0.50135, 0.17890], [-1.82048, 0.91259, 2.42291], [-0.63258, -0.70326, 0.27301], [-1.56472, 0.73099, -0.04265], [-3.39220, -0.30282, 1.59770], [-3.24556, -0.64218, -0.11522], [-3.42024, -2.78346, 0.46360], [-1.67610, -2.72386, 0.70749], [-2.83533, -2.55528, 2.10203], [1.77931, 2.05533, -4.08042], [0.38911, 1.46873, -4.07783], [-0.30412, 1.51091, -2.74092], [-1.20173, 0.39850, -2.82606], [-0.63590, -0.49820, -3.68862], [-1.01785, -1.60875, -3.83961], [0.42072, 0.05528, -4.33502], [2.26320, 1.88131, -5.04093], [1.74900, 3.12861, -3.89238], [2.40429, 1.58100, -3.32120], [-0.21777, 1.93912, -4.85623], [-0.85244, 2.43714, -2.57866], [0.37469, 1.34315, -1.89848]],
  "atomic_forces_ev_per_a": [[-0.6, 0.6, 0.5], [-0.3, -0.9, -1.2], [0.0, 0.2, 0.6], [0.4, 0.2, -0.7], [-0.7, 0.2, -0.1], [1.0, -0.1, -0.2], [-0.2, 0.2, -0.1], [0.4, -1.5, 0.5], [-1.4, 0.6, -0.6], [0.8, -0.7, -0.9], [-0.9, 0.8, 0.4], [0.5, -0.2, 0.0], [0.3, 0.0, -0.1], [-0.1, 0.2, 0.2], [-0.3, 0.4, 0.3], [0.3, -0.1, 0.2], [-0.1, 0.0, 0.1], [-0.1, -0.1, 0.0], [-0.2, -0.1, 0.3], [0.2, 0.6, 0.0], [0.1, 0.1, 0.4], [0.4, 0.1, 0.2], [0.1, -0.1, 0.0], [0.0, 0.1, 0.2], [0.2, -0.2, 0.2], [-0.1, 0.0, 0.1], [0.4, -0.3, -0.1], [0.2, -0.3, -0.1], [0.6, 0.4, 0.0], [-0.4, 0.3, 0.1], [0.2, 0.0, 0.0], [0.1, -0.2, -0.2], [-0.1, -0.1, 0.1], [-0.4, 0.0, 0.3], [-0.1, 0.1, 0.0], [-0.1, 0.0, 0.0], [-0.1, 0.0, 0.1], [-0.1, 0.0, 0.1], [-0.1, -0.1, 0.0], [0.1, 0.0, -0.1]]
}

***

[6]
{
  "formula": "C4H15N2O2",
  "method": "ωB97M-V/def2-TZVPD",
  "homo_ev": -12.33,
  "de_lowest_kj_mol": 239.34,
  "orbital_gap_ha": 0.3365,
  "total_charge": 1,
  "symbols": ["N", "C", "C", "N", "C", "C", "O", "H", "H", "H", "H", "H", "H", "H", "H", "H", "H", "H", "H", "H", "H", "H", "O"],
  "positions_angstrom": [[-1.32950, -0.80616, 0.77213], [-1.87943, 0.57156, 0.46562], [-0.82829, 1.59061, -0.04803], [-0.58478, 1.29557, -1.44240], [0.69119, 0.64180, -1.80186], [1.71653, 0.11922, -0.88080], [1.51454, -1.31297, -0.73485], [-1.06304, -1.20136, -0.12694], [-1.96307, -1.31798, 1.37379], [-0.46774, -0.58894, 1.28710], [-2.63202, 0.45627, -0.32691], [-2.50583, 0.83643, 1.33489], [-1.03156, 2.61328, 0.18766], [0.10672, 1.36002, 0.56319], [-0.96954, 2.03825, -2.00317], [0.46884, -0.38924, -2.24962], [1.03739, 1.04836, -2.73444], [1.71506, 0.54138, 0.13111], [2.75543, 0.26489, -1.20630], [2.01117, -1.64402, 0.02007], [1.15220, -2.78963, 2.20764], [1.11876, -1.48216, 3.04417], [0.96697, -1.84520, 2.16794]],
  "atomic_forces_ev_per_a": [[0.8, 2.5, -0.3], [-2.3, 0.8, 0.1], [1.4, -2.7, 1.1], [0.4, 0.1, 1.6], [-1.7, -2.2, -3.1], [1.6, -0.2, 2.0], [-0.6, 0.3, -0.1], [0.1, -0.9, 0.2], [0.0, -0.5, -0.4], [0.1, -1.0, 0.0], [0.3, -0.2, 0.1], [0.8, 0.3, 0.0], [-0.7, 0.5, 0.0], [-0.9, 0.5, -0.7], [0.8, -0.1, -0.6], [-0.6, 1.0, 0.3], [0.8, 1.0, 0.1], [-0.1, 0.2, -0.1], [-0.4, 0.2, -0.4], [0.1, 0.2, 0.1], [0.0, 0.0, 0.2], [0.2, -0.2, 0.2], [-0.2, 0.3, -0.2]]
}